This record from the Open Molecules 2025 dataset describes a cluster of 2 separate species, C5H15NO in total. The level of theory is ωB97M-V/def2-TZVPD.

Output
Lowest unoccupied orbital energy, Eh: 0.0291
ΔE to the lowest compared entry with this formula, charge and spin, eV: 1.950
Energy, Ha: -329.4359
Frontier orbital gap, eV: 9.21
E_HOMO, eV: -8.42

Positions of all 22 atoms, in Å:
O 2.402 -1.140 2.034
N -0.118 0.724 -0.702
C 0.008 1.600 0.490
C 0.476 1.515 -1.747
C 0.329 -0.687 -0.557
C -0.683 -1.459 0.379
C -2.240 -1.162 0.051
H -0.214 2.341 -1.936
H 0.501 0.828 -2.638
H 2.993 -0.717 1.426
H -0.433 2.612 0.340
H -2.421 -0.126 0.519
H 1.535 1.881 -1.441
H 1.882 -0.431 2.397
H -0.545 0.991 1.280
H -2.993 -1.785 0.387
H 0.386 -1.165 -1.530
H -0.514 -1.215 1.380
H 1.340 -0.728 -0.055
H -0.467 -2.508 0.158
H -2.302 -1.110 -1.090
H 1.080 1.740 0.856

This record from the Open Molecules 2025 dataset describes a structure of composition C16H15N7Pd. The level of theory is ωB97M-V/def2-TZVPD.

Output
Lowest unoccupied orbital energy, Eh: 0.0125
Energy, Ha: -1129.8523
Frontier orbital gap, eV: 5.44
E_HOMO, eV: -5.10

Positions of all 39 atoms, in Å:
Pd 0.033 -0.430 -0.852
N 2.349 -1.306 1.614
N -3.863 0.815 -1.077
N -1.955 3.184 -1.013
N 0.015 -1.280 1.348
N 1.888 -1.598 -0.675
N -2.146 -0.471 -1.584
N -0.323 1.799 -1.541
C -1.401 -0.955 3.246
C 1.086 -1.168 2.138
C 2.266 -1.448 -1.952
C -0.830 3.938 -1.197
C -0.289 -0.847 4.077
C 4.460 -0.761 -1.315
C -2.512 0.762 -1.277
C -1.608 1.881 -1.237
C 3.529 -1.014 -2.317
C 0.162 3.059 -1.530
C 4.064 -0.871 0.005
C 0.966 -0.938 3.519
C -1.191 -1.162 1.897
C -4.345 -0.452 -1.261
C 2.748 -1.248 0.285
C -3.263 -1.230 -1.566
H -2.028 -1.289 1.218
H 3.798 -0.913 -3.358
H -2.400 -0.895 3.650
H -3.234 -2.282 -1.778
H -0.831 5.002 -1.081
H -2.845 3.544 -0.716
H 1.537 -1.764 -2.698
H 1.855 -0.851 4.127
H -5.384 -0.684 -1.158
H -0.403 -0.695 5.141
H -4.421 1.615 -0.838
H 3.096 -1.151 2.278
H 1.185 3.261 -1.778
H 5.480 -0.490 -1.557
H 4.754 -0.670 0.814